Below is a molecular structure, C20H41CaN3S2Si2 in a non-equilibrium geometry, with properties calculated with the ωB97M-V functional and the def2-TZVPD basis.

XYZ file:
```
69
C20H41CaN3S2Si2 | the Open Molecules 2025 dataset | the ωB97M-V functional and the def2-TZVPD basis
Ca -0.677 -0.335 -0.760
S -0.810 -2.965 -1.986
S -0.758 2.364 -1.926
C 0.324 -4.116 -1.175
C 0.101 -2.761 -3.549
C 0.918 -1.479 -3.593
N 0.114 -0.297 -3.249
C 0.825 0.915 -3.675
C -0.052 2.149 -3.580
H -0.636 -2.772 -4.367
H 0.773 -3.621 -3.659
H 1.369 -1.360 -4.597
H 1.734 -1.522 -2.854
H 1.192 0.808 -4.713
H 1.696 1.014 -3.012
H -0.891 2.084 -4.289
H 0.542 3.045 -3.797
C 0.527 3.450 -1.249
H -0.780 -0.346 -3.759
H 1.488 2.921 -1.157
H 0.193 3.782 -0.261
H 0.601 4.324 -1.907
H -0.109 -4.381 -0.204
H 1.313 -3.653 -1.034
H 0.410 -5.016 -1.797
C -3.289 -0.393 -1.215
C -2.893 -0.367 -2.517
H -3.736 0.488 -0.740
H -3.417 -1.345 -0.678
H -2.868 0.570 -3.095
H -2.834 -1.287 -3.121
C -2.808 2.874 0.807
Si -1.855 1.808 2.028
C -1.332 2.768 3.539
C -3.008 0.408 2.521
N -0.476 1.091 1.229
C 0.853 1.222 1.284
C 1.586 2.222 1.977
C 2.977 2.270 1.908
C 3.703 1.431 1.040
C 3.054 0.442 0.311
C 1.696 0.150 0.620
N 1.186 -1.100 0.505
Si 1.070 -2.054 1.967
C 1.768 -1.151 3.457
C -0.745 -2.417 2.177
C 2.133 -3.575 1.812
H -3.640 3.361 1.338
H -3.237 2.285 -0.017
H -2.178 3.654 0.365
H -2.215 2.959 4.167
H -0.605 2.206 4.139
H -0.885 3.732 3.272
H -3.413 -0.121 1.648
H -2.530 -0.323 3.180
H -3.860 0.837 3.066
H 1.020 2.924 2.593
H 3.516 2.990 2.527
H 4.785 1.535 0.954
H 3.567 -0.227 -0.385
H 1.250 -0.216 3.704
H 1.713 -1.811 4.334
H 2.829 -0.903 3.311
H -1.103 -3.154 1.451
H -0.907 -2.844 3.172
H -1.370 -1.521 2.112
H 1.810 -4.248 1.009
H 3.175 -3.279 1.625
H 2.103 -4.124 2.767
```

Computed properties:
Kohn-Sham gap in eV: 4.628
Highest occupied orbital energy in eV: -5.04
Charge: 0
LUMO energy in eV: -0.417



Below is a molecular structure, C20H41CeN2P3S in a non-equilibrium geometry, with properties calculated with the ωB97M-V functional and the def2-TZVPD basis.

XYZ file:
```
68
C20H41CeN2P3S | the Open Molecules 2025 dataset | the ωB97M-V functional and the def2-TZVPD basis
Ce -1.573 1.396 0.479
P -1.818 -0.449 2.717
P 1.225 1.122 0.894
P 0.894 -3.815 -0.812
H -2.638 1.376 -1.664
C -2.123 0.380 -1.789
C -2.073 -0.501 -0.545
H -1.318 -1.295 -0.572
C -2.984 0.665 3.612
C -0.599 -0.828 4.026
C -2.797 -1.994 2.714
C 2.349 1.715 -0.431
C 1.561 2.346 2.236
C 2.128 -0.341 1.511
C 0.696 -5.551 -1.304
C 0.582 -3.737 0.970
C 2.641 -3.425 -1.076
H -2.801 -0.109 -2.510
H -3.070 -0.851 -0.240
H -3.528 1.323 2.912
H -2.437 1.285 4.334
H -3.716 0.041 4.143
H 0.200 -0.074 4.026
H -0.156 -1.818 3.846
H -1.098 -0.825 5.005
H -3.308 -2.104 1.748
H -3.553 -1.946 3.510
H -2.148 -2.864 2.880
H 3.321 1.998 0.001
H 1.923 2.592 -0.937
H 2.495 0.930 -1.187
H 2.647 2.406 2.404
H 1.064 2.039 3.169
H 1.185 3.342 1.963
H 3.126 -0.060 1.879
H 2.243 -1.074 0.700
H 1.571 -0.812 2.334
H 1.684 -6.003 -1.476
H 0.112 -5.583 -2.233
H 0.157 -6.107 -0.522
H 0.973 -4.642 1.458
H -0.501 -3.675 1.147
H 1.054 -2.852 1.416
H 3.155 -4.314 -1.461
H 3.119 -3.103 -0.143
H 2.713 -2.619 -1.817
C -0.062 -0.625 -3.024
C 1.170 -0.411 -3.655
C 1.464 0.859 -4.189
C 0.434 1.834 -4.267
C -0.736 1.641 -3.584
C -0.740 0.624 -2.479
S -0.814 -2.151 -2.968
H -0.091 -2.758 -1.913
H 1.838 -1.259 -3.815
H 2.429 1.070 -4.644
H 0.556 2.700 -4.919
H -1.635 2.255 -3.722
H -0.010 1.035 -1.707
N -0.283 4.216 -1.299
C 0.021 5.458 -0.875
C -0.494 5.589 0.413
C -1.097 4.368 0.715
N -0.946 3.498 -0.345
H -0.064 3.815 -2.206
H 0.569 6.145 -1.501
H -0.433 6.442 1.066
H -1.653 4.072 1.602
```

Computed properties:
Kohn-Sham gap (spin up / spin down) in eV: 4.934 / 5.285
Highest occupied orbital energy (spin up / spin down) in eV: -19.00 / -19.35
Charge: +4
LUMO energy (spin up / spin down) in eV: -14.069 / -14.066



Below is a molecular structure, C20H41CoN2OP3 in a non-equilibrium geometry, with properties calculated with the ωB97M-V functional and the def2-TZVPD basis.

XYZ file:
```
68
C20H41CoN2OP3 | the Open Molecules 2025 dataset | the ωB97M-V functional and the def2-TZVPD basis
Co 0.319 0.147 0.636
P -1.429 -1.115 0.509
P 1.255 -0.257 2.587
P 1.560 -1.092 -0.707
H 1.150 3.064 -0.396
C 0.916 2.234 0.285
C -0.332 1.562 -0.227
H -1.245 1.969 0.223
C -3.084 -0.392 0.882
C -1.392 -2.473 1.763
C -1.822 -2.119 -0.998
C 2.766 0.745 2.893
C 0.378 -0.299 4.204
C 2.094 -1.898 2.815
C 1.333 -1.398 -2.508
C 1.866 -2.850 -0.214
C 3.266 -0.410 -0.715
H 1.835 1.614 0.280
H -0.380 1.562 -1.314
H -3.195 0.581 0.383
H -3.180 -0.237 1.967
H -3.894 -1.063 0.549
H -1.420 -2.042 2.772
H -0.489 -3.086 1.658
H -2.272 -3.119 1.621
H -1.946 -1.478 -1.883
H -2.758 -2.676 -0.838
H -1.023 -2.845 -1.202
H 3.349 0.248 3.678
H 2.497 1.754 3.221
H 3.376 0.799 1.981
H 1.031 -0.779 4.943
H -0.554 -0.874 4.123
H 0.155 0.720 4.537
H 3.034 -1.927 2.258
H 1.452 -2.725 2.504
H 2.317 -2.011 3.881
H 1.696 -2.400 -2.774
H 1.911 -0.662 -3.077
H 0.283 -1.325 -2.805
H 2.019 -3.458 -1.113
H 1.022 -3.275 0.341
H 2.772 -2.904 0.396
H 3.730 -0.647 -1.680
H 3.856 -0.855 0.094
H 3.264 0.680 -0.597
C -2.794 0.603 -4.025
C -1.680 0.775 -3.176
C -0.405 0.974 -3.737
C -0.228 0.837 -5.124
C -1.340 0.603 -5.951
C -2.627 0.554 -5.405
O -4.078 0.475 -3.567
H -4.106 0.559 -2.621
H -1.854 0.757 -2.100
H 0.470 1.222 -3.118
H 0.781 0.889 -5.555
H -1.207 0.493 -7.031
H -3.521 0.445 -6.021
N -0.941 2.211 3.087
C -1.162 3.527 2.810
C -0.246 3.901 1.899
C 0.729 2.812 1.690
N 0.084 1.712 2.412
H -1.525 1.631 3.684
H -1.970 4.066 3.285
H -0.156 4.883 1.469
H 1.688 3.084 2.157
```

Computed properties:
Kohn-Sham gap (spin up / spin down) in eV: 6.682 / 5.342
Multiplicity: 5
Highest occupied orbital energy (spin up / spin down) in eV: -16.10 / -17.90
Charge: +3
LUMO energy (spin up / spin down) in eV: -9.419 / -12.557



Below is 3 unconnected molecules or ions with the total composition C20H41IN3O7PS in a non-equilibrium geometry, with properties calculated with the ωB97M-V functional and the def2-TZVPD basis.

XYZ file:
```
74
C20H41IN3O7PS | the Open Molecules 2025 dataset | the ωB97M-V functional and the def2-TZVPD basis
N 0.735 5.990 2.045
C 0.098 7.228 1.454
P -1.658 7.155 0.707
O -2.643 6.258 1.881
I -1.742 5.768 -1.338
C 0.957 8.027 0.309
O 1.370 9.371 0.765
S 0.207 9.646 2.008
O 0.814 10.595 3.104
O -1.021 10.373 1.371
O -0.094 8.080 2.638
H 0.854 6.195 3.061
H 1.699 5.831 1.673
H -3.226 6.931 2.383
H 0.272 8.055 -0.650
H 1.960 7.441 0.161
C -0.949 0.516 1.898
C -0.322 1.680 1.084
C -0.558 1.460 -0.435
C 0.335 0.384 -1.041
C 1.803 0.653 -0.727
C 2.077 0.836 0.790
N 1.132 1.814 1.434
O 1.536 3.106 1.048
C 1.995 -0.548 1.494
C 3.577 1.239 0.983
C -1.182 2.912 1.527
H -0.608 -0.471 1.602
H -0.754 0.640 2.970
H -2.038 0.491 1.769
H -0.379 2.399 -0.977
H -1.607 1.200 -0.621
H 0.037 -0.604 -0.677
H 0.193 0.363 -2.128
H 2.410 -0.172 -1.124
H 2.119 1.551 -1.276
H 1.948 -0.437 2.583
H 2.878 -1.157 1.272
H 1.154 -1.156 1.166
H 3.846 2.154 0.445
H 4.246 0.457 0.604
H 3.809 1.382 2.046
H -1.044 3.127 2.594
H -2.249 2.724 1.367
H -0.946 3.820 0.961
C -2.449 -5.818 -0.268
C -1.822 -4.654 -1.083
C -2.058 -4.873 -2.602
C -1.165 -5.949 -3.208
C 0.303 -5.680 -2.893
C 0.577 -5.497 -1.376
N -0.368 -4.520 -0.732
O 0.036 -3.227 -1.119
C 0.495 -6.881 -0.672
C 2.077 -5.095 -1.184
C -2.682 -3.421 -0.639
H -2.108 -6.804 -0.565
H -2.254 -5.694 0.803
H -3.538 -5.843 -0.398
H -1.879 -3.934 -3.144
H -3.107 -5.133 -2.788
H -1.463 -6.937 -2.844
H -1.307 -5.970 -4.295
H 0.910 -6.506 -3.290
H 0.619 -4.782 -3.443
H 0.448 -6.771 0.417
H 1.378 -7.491 -0.895
H -0.346 -7.489 -1.001
H 2.346 -4.180 -1.722
H 2.746 -5.876 -1.562
H 2.309 -4.951 -0.121
H -2.544 -3.206 0.428
H -3.749 -3.610 -0.800
H -2.446 -2.513 -1.206
```

Computed properties:
Kohn-Sham gap (spin up / spin down) in eV: 8.534 / 8.447
Multiplicity: 3
Highest occupied orbital energy (spin up / spin down) in eV: -9.00 / -9.01
Charge: 0
LUMO energy (spin up / spin down) in eV: -0.468 / -0.566



Below is a molecular structure, C20H41LuN2P3S in a non-equilibrium geometry, with properties calculated with the ωB97M-V functional and the def2-TZVPD basis.

XYZ file:
```
68
C20H41LuN2P3S | the Open Molecules 2025 dataset | the ωB97M-V functional and the def2-TZVPD basis
Lu -0.421 -0.178 -0.309
P -0.474 -2.726 -1.205
P -0.584 -1.178 2.227
P 3.335 -0.467 0.333
H 0.495 3.899 -4.025
C 1.244 3.230 -3.608
C 1.065 1.802 -3.669
H 0.115 1.439 -4.098
C -2.179 -3.032 -1.794
C -0.235 -4.066 0.017
C 0.528 -3.272 -2.637
C -0.486 0.351 3.243
C -2.270 -1.752 2.653
C 0.374 -2.361 3.233
C 4.538 0.009 -0.899
C 2.903 -2.212 0.419
C 3.327 0.341 1.919
H 2.208 3.595 -3.271
H 1.992 1.254 -3.951
H -2.549 -2.134 -2.309
H -2.840 -3.225 -0.938
H -2.208 -3.884 -2.487
H -0.837 -3.875 0.911
H 0.811 -4.108 0.331
H -0.527 -5.036 -0.401
H 0.601 -2.437 -3.350
H 0.057 -4.135 -3.129
H 1.551 -3.534 -2.330
H -0.476 0.039 4.299
H -1.363 0.987 3.049
H 0.426 0.924 3.008
H -2.248 -2.117 3.688
H -2.581 -2.554 1.975
H -2.992 -0.935 2.554
H -0.115 -2.385 4.220
H 1.421 -2.046 3.335
H 0.335 -3.364 2.786
H 5.539 -0.042 -0.477
H 4.330 1.025 -1.257
H 4.444 -0.637 -1.774
H 3.795 -2.841 0.551
H 2.363 -2.541 -0.483
H 2.220 -2.420 1.255
H 4.335 0.620 2.239
H 2.899 -0.308 2.691
H 2.720 1.256 1.873
C 0.134 2.612 -0.887
C 0.736 3.397 0.129
C 0.264 4.695 0.339
C -0.844 5.174 -0.376
C -1.514 4.339 -1.284
C -1.077 3.028 -1.480
S 1.167 1.395 -1.707
H 2.249 0.123 -0.369
H 1.630 2.995 0.624
H 0.768 5.388 1.022
H -1.220 6.170 -0.177
H -2.417 4.687 -1.789
H -1.571 2.346 -2.175
N -2.735 1.713 0.712
C -4.067 1.833 0.677
C -4.571 0.633 0.198
C -3.499 -0.225 0.002
N -2.342 0.494 0.233
H -2.060 2.403 1.071
H -4.550 2.728 1.031
H -5.606 0.397 0.004
H -3.466 -1.295 -0.207
```

Computed properties:
Kohn-Sham gap (spin up / spin down) in eV: 4.705 / 4.705
Highest occupied orbital energy (spin up / spin down) in eV: -13.77 / -13.77
Charge: +3
LUMO energy (spin up / spin down) in eV: -9.067 / -9.067



Below is a single C20H41N5O7 molecule in a non-equilibrium geometry, with properties calculated with the ωB97M-V functional and the def2-TZVPD basis.

XYZ file:
```
73
C20H41N5O7 | the Open Molecules 2025 dataset | the ωB97M-V functional and the def2-TZVPD basis
C 3.843 -1.567 1.207
N 2.726 -1.639 0.162
H 2.998 -0.970 -0.587
C 2.421 -2.836 -0.477
H 1.992 -2.657 -1.599
H 3.287 -3.388 -0.348
C 1.235 -3.259 0.381
C 1.159 -4.945 0.033
C -0.079 -5.363 0.781
H -0.245 -6.494 0.863
C -1.109 -4.729 0.203
N -2.429 -5.045 0.860
H -3.518 -4.610 0.591
H -2.315 -4.783 1.971
H -1.487 -5.077 -0.870
C -1.048 -3.089 0.318
O -1.281 -2.665 1.641
C -1.551 -1.280 1.795
C -2.975 -1.251 1.278
N -3.740 -2.110 2.031
H -3.696 -2.154 2.858
H -4.646 -1.834 1.882
C -3.266 0.301 1.752
C -2.426 1.392 1.069
N -2.856 2.582 1.078
H -2.339 3.247 0.838
H -4.041 2.917 1.210
C -0.940 1.020 1.128
C -0.553 -0.241 1.118
O 0.660 -0.477 1.727
H 1.408 -0.885 0.926
H -0.603 -0.555 -0.154
H -0.778 1.381 2.243
O -0.540 2.061 0.308
C 0.935 2.074 0.272
O 1.702 1.022 -0.697
C 1.042 1.308 -2.147
H 1.786 0.674 -2.374
C 1.499 2.785 -2.502
O 3.033 2.986 -2.548
H 3.018 3.824 -2.478
C 1.049 3.138 -3.746
H 1.115 4.091 -4.236
H 1.160 2.347 -4.515
H -0.183 2.960 -3.987
C 0.791 3.692 -1.438
N 1.239 5.122 -1.778
H 1.684 5.501 -0.967
C 0.300 5.985 -2.394
H -0.368 6.335 -1.506
H 0.728 6.969 -2.597
H -0.228 5.609 -3.206
C 1.363 3.252 -0.144
O 0.872 4.345 1.016
H -0.020 4.027 1.263
H 2.651 3.494 0.089
H -0.287 3.784 -1.537
H 0.081 1.282 -2.078
H 1.484 1.673 1.219
H -2.647 1.064 0.178
H -3.331 0.426 2.777
H -4.432 0.471 1.642
H -3.179 -1.261 0.211
H -1.380 -1.044 2.859
O 0.024 -2.834 -0.350
H -1.933 -2.747 -0.344
H -0.075 -5.057 2.026
H 1.300 -5.329 -0.804
H 2.067 -5.200 0.677
H 1.467 -3.102 1.619
H 3.663 -2.272 2.001
H 4.792 -1.928 0.831
H 3.947 -0.463 1.476
```

Computed properties:
Kohn-Sham gap in eV: 8.286
Highest occupied orbital energy in eV: -7.69
Charge: 0
LUMO energy in eV: 0.601
Structure (SMILES): CNC[C@@H]1CC[C@@H](N)[C@@H](O[C@H]2[C@H](O)[C@@H](O[C@H]3OC[C@](C)(O)[C@H](NC)[C@H]3O)[C@H](N)C[C@@H]2N)O1



Below is 3 unconnected molecules or ions with the total composition C20H41N5O9 in a non-equilibrium geometry, with properties calculated with the ωB97M-V functional and the def2-TZVPD basis.

XYZ file:
```
75
C20H41N5O9 | the Open Molecules 2025 dataset | the ωB97M-V functional and the def2-TZVPD basis
C 1.308 3.234 3.625
C -0.127 2.787 3.046
N -0.034 2.181 1.664
C -1.422 2.109 1.130
C -1.591 1.191 -0.177
N -2.334 -0.084 0.050
C -1.510 -1.280 -0.099
O -1.147 -1.592 -1.265
O -1.116 -2.167 0.952
C -0.298 -1.498 1.954
C 1.159 -2.134 2.147
C 1.755 -2.869 0.856
C 2.258 -1.893 -0.304
N 3.169 -0.794 0.160
C 4.442 -1.313 0.690
N 5.515 -1.438 -0.070
N 4.554 -1.675 2.118
C 0.868 2.957 0.794
C 2.290 2.348 0.410
O 0.560 4.086 0.333
H 1.301 3.320 4.770
H 1.543 4.250 3.144
H 2.081 2.458 3.305
H -0.588 2.008 3.740
H -0.855 3.675 2.955
H -2.080 1.703 1.984
H -1.835 3.153 0.883
H -0.594 1.016 -0.725
H -2.223 1.809 -0.918
H -2.874 -0.082 0.925
H -0.848 -1.621 2.961
H -0.235 -0.389 1.704
H 1.054 -2.938 2.969
H 1.890 -1.362 2.590
H 2.594 -3.591 1.181
H 0.932 -3.553 0.427
H 2.745 -2.483 -1.163
H 1.334 -1.390 -0.746
H 3.441 -0.299 -0.712
H 6.289 -1.818 0.508
H 4.022 -2.526 2.339
H 4.242 -0.894 2.715
H 2.116 1.689 -0.517
H 2.632 1.632 1.240
H 3.069 3.126 0.128
C -9.176 -0.892 0.860
C -8.817 -1.371 2.254
O -7.887 -2.460 2.200
C -6.613 -2.119 1.956
O -6.195 -0.998 1.791
O -5.883 -3.245 1.902
C -4.517 -3.027 1.554
H -9.530 -1.724 0.247
H -9.954 -0.126 0.904
H -8.308 -0.468 0.351
H -9.714 -1.750 2.749
H -8.426 -0.558 2.872
H -4.053 -2.285 2.208
H -4.445 -2.718 0.509
H -3.985 -3.971 1.674
C 1.940 2.295 -5.560
C 2.637 1.251 -6.411
O 4.061 1.358 -6.294
C 4.588 0.840 -5.173
O 3.977 0.300 -4.284
O 5.914 1.052 -5.200
C 6.588 0.629 -4.016
H 2.313 3.295 -5.796
H 0.861 2.271 -5.725
H 2.128 2.129 -4.497
H 2.396 1.421 -7.463
H 2.303 0.240 -6.163
H 6.358 -0.412 -3.778
H 6.320 1.282 -3.183
H 7.661 0.713 -4.192
```

Computed properties:
Kohn-Sham gap in eV: 9.995
Highest occupied orbital energy in eV: -9.52
Charge: 0
LUMO energy in eV: 0.475
Structure (SMILES): [H]/N=C(\N)NCCCCOC(=O)NCCN(CC)C(C)=O.CCOC(=O)OC.CCOC(=O)OC



no.,E_tot (Ha)
1,-3003.9941
2,-2791.8825
3,-3377.0917
4,-2514.5656
5,-3552.9137
6,-1586.3020
7,-1737.5144